180
Properties=species:S:1:pos:R:3:forces:R:3 method="wB97M-V/def2-TZVPD" smiles=CC1(C)CCCC(C)(C)N1O.CC1(C)CCCC(C)(C)N1O.CC1(C)CCCC(C)(C)N1O.CC1(C)CCCC(C)(C)N1O.CC1(C)CCCC(C)(C)N1O.CO.CO.CO.CO.O.O e_tot_ev=-82640.521 relative_energy_kcal_mol=0.0 e_homo_ha=-0.287
C -0.508 -3.172 5.385 1.430 0.512 0.440
C -0.286 -4.249 4.271 -0.123 0.227 1.497
C 1.229 -4.180 3.863 -1.478 0.525 -0.229
C -0.527 -5.663 4.915 0.662 0.575 0.004
C -1.946 -5.900 5.301 -2.013 1.004 -0.868
C -2.825 -5.697 4.054 0.637 -0.369 0.392
C -2.652 -4.380 3.306 -0.556 1.466 -0.766
C -3.285 -4.594 1.880 0.492 0.548 -0.034
C -3.462 -3.180 3.994 0.744 -0.508 0.184
N -1.199 -4.047 3.144 -0.329 -2.412 -0.870
O -0.933 -2.984 2.242 -0.306 0.604 1.348
H -0.452 -2.174 4.949 -0.436 0.084 -0.095
H -1.284 -3.178 6.150 -0.835 -0.466 -0.814
H 0.341 -3.169 6.068 0.571 -0.193 -0.140
H 1.872 -4.355 4.726 -0.146 -0.093 -0.044
H 1.450 -4.886 3.062 0.009 -0.056 0.046
H 1.404 -3.167 3.500 0.327 -0.010 -0.089
H -0.137 -6.406 4.218 -0.155 -0.202 -0.041
H 0.068 -5.710 5.827 0.427 0.073 -0.109
H -2.257 -6.855 5.726 0.708 -0.196 0.070
H -2.311 -5.142 5.995 0.382 0.058 0.464
H -3.872 -5.791 4.342 -0.100 -0.086 -0.258
H -2.537 -6.512 3.390 -0.315 -0.050 -0.325
H -4.371 -4.628 1.791 -0.173 0.096 0.864
H -2.976 -5.512 1.380 0.552 0.030 0.154
H -3.008 -3.730 1.276 0.152 -0.136 -0.181
H -3.803 -3.442 4.995 -0.501 -0.445 -0.106
H -4.281 -2.845 3.356 -0.079 -0.143 0.223
H -2.864 -2.305 4.247 0.403 -0.015 -0.618
H -0.434 -3.347 1.507 0.032 -0.449 0.016
C -7.785 1.351 -0.354 1.187 -0.625 0.857
C -6.889 0.497 0.730 -0.293 0.806 -2.352
C -7.471 0.562 2.096 -1.212 -0.705 1.538
C -6.883 -0.966 0.143 0.405 -0.036 -0.140
C -5.681 -1.812 0.475 0.248 -0.335 0.361
C -4.351 -1.084 0.288 -0.898 -1.118 1.266
C -4.350 0.214 1.075 0.386 1.240 -0.744
C -4.307 -0.060 2.585 0.239 0.359 -0.099
C -3.021 0.925 0.627 -1.254 0.652 0.847
N -5.536 1.057 0.723 1.216 -1.342 -2.041
O -5.427 2.405 1.099 -0.162 -0.590 0.081
H -7.393 1.224 -1.363 0.321 -0.379 0.106
H -8.813 0.988 -0.389 -0.070 0.130 0.338
H -7.719 2.429 -0.207 -0.269 -0.075 0.543
H -8.543 0.363 2.065 -0.240 0.458 -0.028
H -7.141 -0.208 2.793 0.408 -0.411 -0.335
H -7.265 1.462 2.675 -0.228 0.428 -0.524
H -7.720 -1.553 0.521 -0.503 0.494 -0.088
H -6.908 -1.016 -0.945 -0.463 0.798 -0.104
H -5.861 -2.194 1.480 0.698 0.147 0.462
H -5.667 -2.731 -0.111 -0.208 0.011 -0.324
H -4.050 -1.044 -0.759 -0.205 0.563 -0.014
H -3.626 -1.714 0.803 0.436 -0.012 -0.186
H -4.238 0.896 3.103 0.016 0.129 0.182
H -3.400 -0.607 2.845 -0.167 -0.082 0.035
H -5.195 -0.558 2.974 0.238 -0.185 -0.182
H -2.904 1.861 1.173 0.177 -0.043 0.317
H -3.066 1.256 -0.410 0.051 -0.652 -0.170
H -2.195 0.261 0.882 0.107 0.079 -0.334
H -5.246 2.365 2.041 -0.060 0.381 0.590
C 3.552 2.817 -5.469 -0.536 0.971 0.181
C 3.791 2.487 -3.962 0.682 -0.235 -1.942
C 3.014 1.180 -3.668 -0.293 0.330 0.769
C 5.282 2.124 -3.761 0.144 0.931 1.986
C 6.257 3.345 -3.682 -0.660 -1.314 -1.522
C 5.727 4.381 -2.752 -0.587 1.035 0.562
C 4.234 4.855 -2.907 0.940 -0.652 0.406
C 3.823 5.614 -1.611 -0.449 -0.198 -0.125
C 4.172 5.851 -4.047 -1.028 0.512 -0.868
N 3.399 3.647 -3.074 1.537 -2.351 0.846
O 2.039 3.867 -3.179 -0.403 0.815 -0.264
H 2.524 3.149 -5.614 -0.340 -0.061 0.064
H 4.135 3.674 -5.804 0.341 -0.194 0.023
H 3.669 2.021 -6.204 0.326 -0.335 0.441
H 3.397 0.322 -4.221 0.250 0.322 -0.433
H 3.131 0.849 -2.636 -0.033 0.329 0.193
H 1.945 1.243 -3.875 -0.030 0.244 -0.059
H 5.253 1.733 -2.744 0.330 -0.291 0.293
H 5.594 1.268 -4.359 -0.042 0.390 -0.423
H 7.267 3.080 -3.370 -0.118 -0.418 0.227
H 6.427 3.724 -4.690 -0.256 0.343 -0.189
H 6.321 5.282 -2.904 0.057 0.178 0.214
H 5.919 4.069 -1.725 -0.270 -0.110 0.146
H 2.908 6.197 -1.716 0.013 0.184 -0.542
H 4.610 6.305 -1.310 0.072 -0.080 -0.032
H 3.560 4.980 -0.764 0.599 -0.429 -0.073
H 4.723 6.765 -3.828 0.108 -0.122 0.098
H 3.139 6.169 -4.194 -0.303 0.259 0.213
H 4.425 5.521 -5.055 0.607 -0.349 0.269
H 1.990 4.386 -3.986 -0.849 0.277 -0.423
C -1.372 0.988 3.872 0.516 0.778 -0.716
C 0.005 1.751 3.964 -1.320 -0.366 0.553
C 0.510 2.344 2.596 0.353 -0.848 1.083
C -0.318 2.997 4.889 0.525 -1.522 -0.213
C 0.856 3.423 5.672 0.551 0.086 0.954
C 1.592 2.278 6.447 -1.363 1.461 -0.324
C 2.050 1.106 5.608 0.224 0.845 -1.799
C 3.332 1.602 4.873 -0.608 -0.931 -0.310
C 2.309 -0.119 6.476 0.269 0.613 -0.173
N 0.933 0.744 4.648 -0.414 1.665 1.280
O 1.277 -0.352 3.831 0.226 0.677 -0.408
H -1.815 0.596 4.788 0.793 0.006 0.502
H -2.104 1.745 3.591 -0.113 -0.132 -0.655
H -1.346 0.160 3.164 -0.040 0.153 -0.257
H 1.188 3.152 2.869 0.144 0.044 -0.310
H 1.081 1.594 2.050 0.009 -0.063 -0.031
H -0.265 2.734 1.936 -0.303 -0.080 0.278
H -0.608 3.908 4.367 -0.572 -0.499 -0.642
H -1.054 2.776 5.662 -0.518 -0.442 -0.446
H 1.492 4.073 5.071 0.576 -0.341 0.014
H 0.371 4.098 6.377 0.675 0.228 0.597
H 0.915 1.882 7.204 -0.111 0.267 0.290
H 2.387 2.867 6.904 0.472 -0.870 0.392
H 4.171 1.717 5.560 0.037 -0.172 0.023
H 3.187 2.551 4.357 -0.242 0.035 0.091
H 3.543 0.858 4.105 0.433 0.015 -0.014
H 2.713 -0.939 5.882 -0.137 -0.057 0.088
H 1.378 -0.391 6.974 0.044 -0.217 -0.036
H 3.044 0.172 7.226 0.066 -0.171 0.139
H 0.594 -0.998 4.026 -0.066 -0.211 -0.019
C -0.255 0.497 -5.999 -0.961 -0.456 1.014
C -0.489 -0.845 -6.720 0.489 0.190 -0.991
C -1.255 -0.509 -7.997 -1.078 -0.070 -0.376
C 0.876 -1.276 -7.327 0.404 0.523 0.375
C 1.807 -1.831 -6.324 -1.803 -2.278 1.510
C 1.076 -3.185 -5.790 0.668 2.375 -0.495
C -0.347 -2.924 -5.160 0.201 1.267 0.481
C -1.177 -4.164 -5.106 0.267 -1.334 0.248
C -0.194 -2.407 -3.742 -0.153 0.514 0.822
N -1.152 -1.939 -5.915 1.388 0.897 -3.112
O -2.426 -1.548 -5.422 1.107 -0.025 0.669
H -1.217 0.994 -5.877 -0.107 0.158 -0.081
H 0.077 0.315 -4.977 0.431 0.182 -0.034
H 0.416 1.180 -6.521 0.043 -0.217 -0.008
H -2.262 -0.125 -7.833 -0.079 0.028 0.239
H -0.736 0.248 -8.585 0.186 0.179 0.258
H -1.346 -1.352 -8.683 -0.013 -0.313 0.220
H 0.762 -1.944 -8.181 -0.124 -0.124 0.043
H 1.435 -0.399 -7.654 -0.758 0.455 -0.661
H 2.808 -1.973 -6.732 -0.035 -0.380 0.215
H 1.841 -1.168 -5.459 0.354 0.200 0.007
H 1.766 -3.482 -5.001 -0.458 -1.003 -0.055
H 1.002 -3.843 -6.656 0.120 -0.369 0.303
H -1.476 -4.451 -6.115 -0.303 -0.093 0.149
H -1.991 -4.062 -4.389 -0.440 0.240 -0.559
H -0.618 -4.990 -4.665 0.356 -0.141 -0.155
H -1.130 -2.601 -3.217 0.079 -0.050 0.276
H -0.104 -1.321 -3.714 0.369 0.026 -0.065
H 0.634 -2.838 -3.180 -0.027 -0.149 -0.004
H -3.057 -1.999 -5.988 -0.044 -0.129 -0.130
C 4.074 -1.494 2.155 -0.001 -1.555 0.028
O 4.835 -1.994 1.043 0.004 0.489 1.417
H 4.479 -0.621 2.667 -0.248 0.659 -0.727
H 3.032 -1.510 1.835 -0.152 1.013 0.309
H 4.081 -2.203 2.982 0.283 -0.602 -0.169
H 4.585 -1.423 0.313 0.297 -0.297 -0.558
C -1.472 1.968 -2.938 0.563 -1.317 -0.015
O -2.348 0.846 -3.008 -1.073 0.583 0.130
H -1.835 2.661 -2.180 0.010 -0.248 0.046
H -0.527 1.498 -2.664 0.556 0.876 0.284
H -1.312 2.519 -3.865 -0.316 -0.084 -0.263
H -2.055 0.162 -3.615 0.250 0.147 -0.283
C 4.746 2.723 1.881 -0.424 -1.607 -0.310
O 3.581 3.483 1.725 0.147 1.467 0.705
H 4.444 1.727 1.556 0.571 -0.543 -0.031
H 5.616 3.002 1.288 -0.019 0.504 -0.060
H 5.028 2.597 2.927 -0.086 0.491 0.012
H 3.158 3.240 0.899 0.102 -0.345 -0.202
C 0.592 -0.404 -0.536 0.179 -0.911 -0.337
O 2.048 -0.215 -0.405 -2.757 -0.117 0.393
H 0.011 0.450 -0.884 0.655 0.331 -0.267
H 0.416 -1.242 -1.211 0.327 0.207 -0.396
H 0.033 -0.733 0.340 0.757 0.129 0.846
H 2.111 0.629 0.048 0.411 0.471 0.024
O 4.183 -1.209 -1.492 0.929 -0.093 -0.625
H 3.351 -0.877 -1.155 -0.848 0.350 0.202
H 3.933 -1.865 -2.143 0.129 -0.248 -0.078
O 2.122 2.562 -0.458 -0.136 -0.167 0.661
H 1.593 3.329 -0.240 -0.443 0.192 -0.015
H 2.458 2.743 -1.335 0.453 0.138 -0.766